Record 1
Density functional theory data (the ωB97M-V functional and the def2-TZVPD basis) for a structure of composition C35H40N4O4PtS2 at a distorted geometry.

CARTESIAN COORDINATES (ANGSTROEM)
Pt 0.2600 -0.7570 -0.3753
O 2.1979 3.0398 6.3637
C 2.1523 3.1941 5.0318
O 2.5654 4.1854 4.5073
C 1.5655 2.0683 4.2194
C 1.0456 2.4007 2.9734
C 0.5506 1.4222 2.1330
C 0.5760 0.0953 2.5441
C 1.1003 -0.2552 3.7820
C 1.5910 0.7379 4.6189
N 0.0749 -0.9180 1.6379
C -0.5887 -1.8885 2.1592
C -1.1735 -2.9967 1.3956
C -1.9900 -3.9160 2.0393
C -2.5310 -4.9513 1.2868
C -2.2336 -5.0236 -0.0603
C -1.4095 -4.0500 -0.6198
N -0.8883 -3.0556 0.0843
H 1.7216 2.2517 6.6501
H 1.0502 3.4396 2.6720
H 0.1312 1.6790 1.1704
H 1.1854 -1.2912 4.0841
H 2.0368 0.4458 5.5618
H -0.7555 -1.8752 3.2321
H -2.1930 -3.8322 3.0988
H -3.1691 -5.6901 1.7522
H -2.6268 -5.8211 -0.6753
H -1.1574 -4.0718 -1.6746
O 0.2536 -0.8025 -2.4505
S -0.0270 0.1935 -3.5932
C -1.7416 0.7317 -3.4379
C -2.7281 -0.4246 -3.5870
C -3.0737 -1.1342 -2.2757
C -3.8115 -0.2369 -1.2698
S -2.8036 0.1018 0.2070
O -1.4132 0.4951 -0.3485
C -3.4951 1.6521 0.7109
C -4.6791 1.6063 1.4365
C -5.2677 2.8005 1.8222
C -4.6631 4.0079 1.4989
C -3.4706 4.0315 0.7887
C -2.8721 2.8474 0.3848
C 0.8041 1.7281 -3.2995
C 0.9483 2.2949 -2.0385
C 1.5895 3.5169 -1.9309
C 2.0577 4.1678 -3.0676
C 1.8998 3.5952 -4.3202
C 1.2796 2.3588 -4.4425
H -1.8452 1.4617 -4.2439
H -1.8249 1.2613 -2.4884
H -2.3375 -1.1651 -4.2896
H -3.6328 -0.0263 -4.0500
H -2.1478 -1.5095 -1.8334
H -3.6838 -2.0115 -2.4884
H -4.7162 -0.7123 -0.8880
H -4.0918 0.7335 -1.6816
H -5.1362 0.6607 1.7040
H -6.1910 2.7869 2.3846
H -5.1216 4.9365 1.8104
H -3.0039 4.9772 0.5488
H -1.9414 2.8515 -0.1659
H 0.5740 1.7816 -1.1604
H 1.7252 3.9676 -0.9565
H 2.5545 5.1239 -2.9737
H 2.2724 4.0980 -5.2017
H 1.1811 1.8919 -5.4152
C 2.2374 -2.9659 -0.5381
C 3.6813 -3.5217 -0.5477
N 4.6537 -2.4419 -0.4826
C 4.4563 -1.6912 0.7468
C 3.0170 -1.1244 0.8240
N 2.2505 -1.4662 -0.4148
C 3.0305 -0.9255 -1.5798
C 4.4507 -1.5426 -1.6073
H 1.6534 -3.3476 0.2972
H 1.6980 -3.1945 -1.4572
H 3.8631 -4.1016 -1.4524
H 3.8443 -4.1844 0.3025
H 5.1884 -0.8845 0.7805
H 4.6533 -2.3474 1.5947
H 2.9977 -0.0388 0.9233
H 2.4766 -1.5543 1.6631
H 3.0468 0.1589 -1.4682
H 2.4789 -1.1722 -2.4791
H 5.2081 -0.7599 -1.5654
H 4.6064 -2.0999 -2.5309

Output
Gap between HOMO and LUMO in eV: 7.10
Energy relative to the best compared isomer or geometry (same formula, charge and spin) in kJ/mol: 0.0
Net charge: +2



Record 2
Density functional theory data (the ωB97M-V functional and the def2-TZVPD basis) for a structure of composition C25H28AuN4O4.

CARTESIAN COORDINATES (ANGSTROEM)
Au 0.8492 -0.9154 0.1378
C 0.8816 0.7320 4.1280
C 0.7591 -0.3855 3.1503
O 1.2153 -0.1792 1.9718
N 0.2233 -1.5294 3.5140
C 0.2859 -2.7256 2.6832
C -0.8705 -2.7933 1.7256
C -1.9520 -3.6120 1.9754
C -2.9828 -3.7110 1.0529
C -2.8986 -2.9813 -0.1205
C -1.8053 -2.1698 -0.3213
N -0.8108 -2.0609 0.5855
H 1.0736 1.6671 3.6115
H 1.7170 0.5188 4.8009
H -0.0283 0.8120 4.7243
H -0.1321 -1.6051 4.4585
H 0.2988 -3.6011 3.3255
H 1.2303 -2.7255 2.1401
H -1.9731 -4.1924 2.8889
H -3.8293 -4.3596 1.2426
H -3.6688 -3.0358 -0.8784
H -1.7141 -1.5856 -1.2181
O -5.1236 4.3944 0.9499
C -3.9586 4.8956 0.5005
O -3.8621 6.0457 0.2120
C -2.7702 3.9612 0.3578
C -1.6033 4.5432 -0.1362
C -0.4621 3.7917 -0.3308
C -0.4710 2.4314 -0.0237
C -1.6307 1.8441 0.4693
C -2.7744 2.6059 0.6633
N 0.6646 1.5846 -0.2073
C 1.8259 2.0281 -0.4510
C 2.9423 1.0678 -0.5882
C 4.2091 1.4799 -0.9451
C 5.2412 0.5518 -1.0334
C 4.9811 -0.7816 -0.7616
C 3.6975 -1.1530 -0.4162
N 2.7135 -0.2435 -0.3361
H -5.0829 3.4553 1.1557
H -1.6215 5.6001 -0.3637
H 0.4176 4.2759 -0.7350
H -1.6373 0.7842 0.7135
H -3.6568 2.1165 1.0570
H 2.0718 3.0841 -0.5324
H 4.3829 2.5277 -1.1545
H 6.2392 0.8706 -1.3067
H 5.7552 -1.5353 -0.8074
H 3.4495 -2.1842 -0.1958
C 0.3157 -1.9749 -3.9935
C -0.8978 -1.0899 -3.6739
C -0.4064 -0.1812 -2.5692
O 0.6349 -0.9983 -1.8608
C 0.9526 -2.2311 -2.6446
H 1.0078 -1.4519 -4.6514
H 0.0323 -2.9108 -4.4701
H -1.7440 -1.6983 -3.3492
H -1.2159 -0.5049 -4.5344
H -1.1540 0.1430 -1.8493
H 0.1095 0.7006 -2.9407
H 0.5243 -3.0882 -2.1265
H 2.0356 -2.3177 -2.6685

Output
Gap between HOMO and LUMO in eV: 5.21
Energy relative to the best compared isomer or geometry (same formula, charge and spin) in kJ/mol: 23.0
Net charge: +3



Record 3
Density functional theory data (the ωB97M-V functional and the def2-TZVPD basis) for a cluster of 2 separate species, H4I2Si2 in total at a distorted geometry.

CARTESIAN COORDINATES (ANGSTROEM)
Si -1.2956 0.6558 0.8085
Si 1.2092 -0.4174 -0.9447
I -3.5084 0.4612 -0.2306
I 3.2245 0.7462 -0.1198
H -1.1269 2.0471 1.1827
H -1.3117 -0.2570 1.9424
H 1.4040 -1.8374 -0.7067
H 1.0791 -0.0681 -2.3479

Output
Gap between HOMO and LUMO in eV: 7.39
Energy relative to the best compared isomer or geometry (same formula, charge and spin) in kJ/mol: 146.4
Net charge: 0



Record 4
Density functional theory data (the ωB97M-V functional and the def2-TZVPD basis) for a cluster of 2 separate species, CBrClN2O4 in total at a distorted geometry.

CARTESIAN COORDINATES (ANGSTROEM)
C 0.2898 0.0410 -0.1027
N 1.2738 -0.5309 0.7708
N 0.0979 1.4479 -0.3398
O 2.2175 0.1557 1.0697
O 0.7918 2.2259 0.2591
O 1.0618 -1.6752 1.0981
O -0.7810 1.7100 -1.1291
Cl -3.9948 -2.2977 -0.8017
Br -0.9568 -1.0768 -0.8243

Output
Gap between HOMO and LUMO (alpha / beta) in eV: 7.64 / 6.24
Energy relative to the best compared isomer or geometry (same formula, charge and spin) in kJ/mol: 264.3
Net charge: 0



Record 5
Density functional theory data (the ωB97M-V functional and the def2-TZVPD basis) for a cluster of 2 separate species, C5H11O3 in total.

CARTESIAN COORDINATES (ANGSTROEM)
C 0.7530 -3.2398 -0.5727
C -0.2766 -2.5654 0.3618
O -0.9451 -1.6117 -0.1360
O -0.3594 -3.0302 1.5171
H 0.1943 -3.6820 -1.3983
H 1.3184 -3.9839 -0.0205
H 1.5013 -2.5404 -0.9545
C -0.3673 1.5502 -0.2635
C -0.6353 1.2143 1.1973
C 0.3127 2.8946 -0.4567
O 0.4601 0.5883 -0.8907
H -1.3196 1.5922 -0.8081
H -0.7356 0.1473 1.3187
H 1.2830 3.0026 0.0223
H 0.4840 3.0037 -1.5162
H -0.3510 3.7221 -0.1778
H 0.1430 -0.3082 -0.6488
H -1.5857 1.6346 1.5576
H 0.1259 1.6117 1.8690

Output
Gap between HOMO and LUMO in eV: 8.33
Energy relative to the best compared isomer or geometry (same formula, charge and spin) in kJ/mol: 25.7
Net charge: -1



Record 6
Density functional theory data (the ωB97M-V functional and the def2-TZVPD basis) for a cluster of 2 separate species, C4H9N2S in total at a distorted geometry.

CARTESIAN COORDINATES (ANGSTROEM)
C -2.7976 0.0501 1.6686
C 0.8759 1.4981 -0.0950
C 2.6645 -0.0165 -0.6574
C -1.4570 -0.6732 -0.5619
N 1.3462 0.3957 -0.3615
N -1.6047 0.5518 0.0686
S -0.8473 1.9180 0.2861
H -2.8248 0.9195 2.4489
H -3.7735 -0.2681 1.1981
H 1.5791 2.3434 -0.0788
H 2.6406 0.1901 -1.7443
H 2.7605 -0.9388 -0.1878
H 3.3192 0.6346 -0.2589
H -2.3597 -1.3252 -0.5028
H -0.8278 -1.1833 0.1027
H -1.1648 -0.3565 -1.6306

Output
Gap between HOMO and LUMO (alpha / beta) in eV: 6.93 / 7.38
Energy relative to the best compared isomer or geometry (same formula, charge and spin) in kJ/mol: 861.7
Net charge: +1



Record 7
Density functional theory data (the ωB97M-V functional and the def2-TZVPD basis) for the ion C7H13N3O3P with charge -1 at a distorted geometry.

CARTESIAN COORDINATES (ANGSTROEM)
C 1.2821 1.4493 -2.7030
C -0.3703 2.7435 -2.7528
C -0.3595 1.0883 2.1658
C -0.2518 -2.3812 2.3080
C 0.4821 0.4153 1.0876
C 0.0367 -2.0935 0.8395
C -0.2838 -0.6815 0.3552
N 0.9027 2.6161 -3.1682
N 0.3074 0.8482 -2.0029
N -0.7374 1.6718 -2.0577
O 1.5834 -1.3133 -1.5750
O -0.9007 -1.4953 -2.2269
O -1.8143 1.4032 -1.5019
P 0.1760 -0.8681 -1.4374
H 2.2452 1.0100 -2.8476
H -1.0108 3.5780 -2.9405
H 0.2205 1.8474 2.6927
H -1.2222 1.5689 1.7058
H -0.7208 0.3624 2.8927
H -1.3010 -2.2029 2.5401
H -0.0223 -3.4234 2.5339
H 0.3621 -1.7565 2.9543
H 1.3923 -0.0067 1.5209
H 0.7971 1.1817 0.3737
H 1.0956 -2.2746 0.6372
H -0.5302 -2.7892 0.2088
H -1.3582 -0.4979 0.3976

Output
Gap between HOMO and LUMO (alpha / beta) in eV: 4.71 / 7.62
2S+1: 3
Expectation value of S²: 2.020
Net charge: -1



Record 8
Density functional theory data (the ωB97M-V functional and the def2-TZVPD basis) for a structure of composition C2H4N2O2 at a distorted geometry.

CARTESIAN COORDINATES (ANGSTROEM)
N 0.2034 -1.3386 0.5180
C 1.3821 0.1870 0.9011
O 2.5059 -0.0087 1.0245
O 0.6425 1.6594 -0.3293
C -0.5012 1.2058 -0.5363
N -0.6385 -0.0471 -0.9711
H 0.1358 -1.8120 -0.3778
H -0.7228 -1.3248 0.9431
H -1.3853 1.8055 -0.2529
H -1.6219 -0.3266 -0.9192

Output
Gap between HOMO and LUMO (alpha / beta) in eV: 7.69 / 7.30
Energy relative to the best compared isomer or geometry (same formula, charge and spin) in kJ/mol: 645.5
Net charge: 0